No. 1
136
Properties=species:S:1:pos:R:3 method="wB97M-V/def2-TZVPD" energy_ha=-10614.702272 e_lumo_ev=-2.43 homo_energy_ha=-0.370 charge=+1
C 5.03352 0.05675 0.77691
C 6.39436 -0.41083 0.24517
C 6.16264 -1.15274 -1.07511
C 6.94419 -1.43998 1.25491
C 7.45579 0.70837 0.15994
C 7.36098 1.86076 -0.86700
C 8.52011 2.84134 -0.56732
C 7.59267 1.35866 -2.29982
C 6.07588 2.66383 -0.72140
C 5.73742 3.18328 0.52789
C 4.57540 3.90237 0.72959
C 3.71491 4.11908 -0.33943
O 2.52365 4.79794 -0.15467
C 1.55999 4.04186 0.55278
C 1.00517 2.87352 -0.23772
O -0.00052 3.27203 -1.17519
C -1.31808 2.98936 -0.81255
C -1.81817 1.70941 -1.50479
N -1.76350 0.51733 -0.65721
C -0.75615 -0.34143 -0.51139
N -1.01895 -1.32113 0.34216
C -2.27941 -1.06852 0.75898
N -2.98258 -1.80262 1.62013
P -2.49174 -3.34402 2.46322
N -2.81204 -2.79864 4.04358
O -0.88092 -3.17649 2.54137
N -2.75689 0.04489 0.15174
C 4.04689 3.66070 -1.59505
C 5.22410 2.94427 -1.78317
H 4.40498 -0.82163 0.95418
H 4.50772 0.67703 0.04675
H 5.12213 0.62634 1.70353
H 5.55931 -0.57548 -1.77704
H 5.64126 -2.08978 -0.86000
H 7.11163 -1.41974 -1.54956
H 7.22539 -0.92760 2.17959
H 7.81061 -1.96542 0.85442
H 6.15661 -2.14893 1.51761
H 7.52890 1.15770 1.15562
H 8.42388 0.22226 -0.00974
H 8.47458 3.67580 -1.27075
H 8.46351 3.23914 0.44534
H 9.47442 2.33039 -0.71400
H 6.70411 0.88534 -2.71647
H 7.86382 2.18358 -2.96039
H 8.38233 0.61104 -2.28730
H 6.39407 3.00179 1.37132
H 4.33099 4.29194 1.70992
H 1.99121 3.64777 1.48161
H 0.75120 4.72255 0.82246
H 0.60083 2.13650 0.46777
H 1.80221 2.38343 -0.80049
H -1.42791 2.87688 0.27322
H -1.95195 3.82329 -1.12336
H -2.83355 1.82524 -1.88430
H -1.16060 1.48223 -2.34310
H 0.17847 -0.21738 -1.04178
H -3.93401 -1.50540 1.79070
H -3.15649 -1.84623 4.06994
H -1.94946 -2.79543 4.58198
H -0.45032 -3.56425 1.76560
H -3.68396 0.45034 0.24827
H 3.38299 3.87474 -2.42344
H 5.45313 2.58870 -2.77846
Cl -3.07500 3.17973 2.65249
C -4.08842 3.84547 1.34373
C -5.49713 3.32604 1.37788
Cl -5.57010 1.55993 1.05363
H -3.60723 3.59539 0.40227
H -4.10112 4.92828 1.45022
H -6.07864 3.81304 0.60047
H -5.97174 3.48213 2.34195
Cl -9.29641 4.15582 0.67632
C -9.39285 3.67811 -1.04352
C -8.03432 3.34606 -1.59426
Cl -6.98323 4.79220 -1.71083
H -9.85841 4.49303 -1.59123
H -10.02772 2.79493 -1.09676
H -8.12512 2.93822 -2.59902
H -7.53016 2.61855 -0.96185
Cl -14.14385 -1.30931 -1.17027
C -13.35188 -0.36236 0.11090
C -12.84060 0.95753 -0.40003
Cl -11.48307 0.75469 -1.55353
H -12.55037 -0.96778 0.52731
H -14.09709 -0.17997 0.88243
H -12.46816 1.55917 0.42748
H -13.62039 1.50842 -0.91877
Cl 9.65818 -2.80936 -1.07992
C 10.36405 -3.18232 -2.67212
C 11.29107 -2.09261 -3.14133
Cl 10.39929 -0.58712 -3.49949
H 9.54149 -3.33322 -3.36638
H 10.91373 -4.11583 -2.56244
H 11.78917 -2.39994 -4.05887
H 12.04108 -1.85923 -2.39048
Cl 10.91602 -6.53460 -1.18650
C 12.01701 -6.63239 0.21485
C 11.97835 -5.39141 1.06810
Cl 12.67683 -3.97442 0.24459
H 13.01736 -6.81965 -0.16582
H 11.69564 -7.48753 0.80639
H 12.56828 -5.55688 1.96776
H 10.96014 -5.13582 1.35112
Cl -15.78054 -3.32566 -3.13134
C -16.42023 -4.24465 -1.74528
C -17.76698 -4.85387 -2.03658
Cl -19.03828 -3.61659 -2.20831
H -16.46877 -3.56352 -0.89841
H -15.70141 -5.03227 -1.52602
H -18.05845 -5.49922 -1.20984
H -17.74760 -5.43743 -2.95303
Cl 4.22672 -4.52176 -1.69291
C 5.00101 -4.15966 -3.25978
C 5.93984 -5.25338 -3.69811
Cl 7.39230 -5.35342 -2.67111
H 5.51906 -3.20889 -3.15883
H 4.20113 -4.05654 -3.99098
H 6.28029 -5.04803 -4.71169
H 5.45219 -6.22442 -3.68005
Cl 7.23127 1.10550 4.05133
C 8.21266 2.16468 5.10128
C 8.50146 3.48213 4.42649
Cl 9.57427 3.26719 3.01846
H 9.13175 1.63414 5.33421
H 7.65063 2.32437 6.01930
H 9.00496 4.15383 5.11913
H 7.58636 3.95453 4.07814
Cl -16.41503 1.26547 1.53796
C -17.49523 0.17910 2.45535
C -16.73003 -0.87335 3.21502
Cl -15.95701 -2.05664 2.12548
H -18.18954 -0.26659 1.74840
H -18.04844 0.80279 3.15470
H -17.41259 -1.42917 3.85490
H -15.95117 -0.42980 3.82950

---

No. 2
129
Properties=species:S:1:pos:R:3 method="wB97M-V/def2-TZVPD" energy_ha=-3004.581650 e_lumo_ev=-3.79 homo_energy_ha=-0.373 charge=+1
C -4.09870 1.59439 6.69168
C -3.28258 1.49346 5.81664
N -2.62279 1.58106 4.58995
C -1.58571 0.83229 4.20024
N -1.32614 1.29691 2.95234
C -0.27612 0.76415 2.05477
C 1.00088 1.64524 1.95522
O 1.06451 2.35892 0.69777
C 1.82772 3.52583 0.95207
C 1.03089 4.73263 1.51677
O 3.00250 3.54282 0.76552
C -2.19833 2.33903 2.66020
C -2.27545 3.19859 1.40988
C -3.54288 2.84005 0.54151
C -3.27813 3.31541 -0.92596
C -2.36518 2.25182 -1.62484
C -3.20582 1.12724 -2.34941
C -2.35297 -0.20232 -2.35905
C -3.31156 -1.41093 -2.02343
C -2.62592 -2.74541 -2.47372
Si -1.74709 -3.70052 -1.09273
C -2.34420 -3.18264 0.66327
C -2.00336 -5.58362 -1.23024
C 0.14941 -3.41517 -1.05342
C 0.88662 -3.87096 0.07763
C 2.29090 -3.67317 0.15169
C 2.93824 -2.98184 -0.92081
C 2.20567 -2.50032 -2.03864
C 0.80279 -2.73199 -2.11953
N -3.01848 2.49474 3.69541
H -4.91043 1.79303 7.39189
H -1.08032 0.04043 4.76227
H -0.01854 -0.25664 2.40601
H -0.72979 0.68895 1.03950
H 1.86839 0.94269 1.94386
H 1.13768 2.32026 2.82843
H 0.28314 5.11750 0.79294
H 1.71435 5.54369 1.83724
H 0.45675 4.33689 2.38793
H -1.34158 3.15687 0.81638
H -2.40326 4.26556 1.70623
H -3.66851 1.73248 0.54744
H -4.45074 3.33410 0.94903
H -4.24959 3.45805 -1.44507
H -2.75789 4.29965 -0.97380
H -1.72120 1.74469 -0.87120
H -1.70097 2.74763 -2.36916
H -3.39781 1.46892 -3.39200
H -4.21225 0.98775 -1.89584
H -1.89969 -0.30802 -3.36369
H -1.53702 -0.19203 -1.60072
H -3.52354 -1.34525 -0.93607
H -4.27037 -1.30563 -2.57453
H -3.41570 -3.42425 -2.87596
H -1.91243 -2.57231 -3.30672
H -3.44762 -3.03642 0.63374
H -2.01842 -3.89971 1.44077
H -1.91845 -2.16770 0.88740
H -1.58411 -5.93245 -2.19078
H -1.42683 -6.04639 -0.40005
H -3.09760 -5.76923 -1.16304
H 0.40216 -4.38974 0.94333
H 2.89601 -4.01082 1.01053
H 4.02477 -2.80961 -0.90608
H 2.68653 -1.94187 -2.86002
H 0.21864 -2.35896 -2.97297
O 5.65190 7.06221 -2.85565
C 4.86685 6.42881 -2.17913
N 5.18978 6.00953 -0.92587
C 3.48599 6.05755 -2.66230
H 4.56854 5.48421 -0.33700
H 6.10720 6.24369 -0.57748
H 3.57623 5.45201 -3.56327
H 2.93315 6.96832 -2.89058
H 2.93099 5.48935 -1.91362
O 8.20834 6.13328 1.54021
C 7.52690 6.55539 2.45665
N 7.03960 7.82516 2.44059
C 7.17089 5.72704 3.66430
H 6.47572 8.21301 3.17395
H 7.26386 8.40019 1.64470
H 8.08786 5.41976 4.16603
H 6.62014 4.84450 3.33953
H 6.55482 6.28223 4.37252
O 12.47214 6.29207 2.67050
C 12.32431 6.00805 1.49584
N 13.39161 5.92428 0.65334
C 10.97499 5.73053 0.88547
H 13.31368 5.69371 -0.31962
H 14.30378 6.10567 1.03812
H 10.34575 6.60712 1.00348
H 10.51950 4.88625 1.39845
H 11.04933 5.49478 -0.17731
O -5.39216 -4.26024 -0.84297
C -6.28269 -4.87352 -0.28497
N -6.14380 -5.30085 1.00012
C -7.59030 -5.20708 -0.95508
H -6.85249 -5.80936 1.49599
H -5.27806 -5.09078 1.46902
H -7.39155 -5.81424 -1.83742
H -8.08188 -4.28200 -1.25394
H -8.25861 -5.75981 -0.29428
O 0.07475 -5.05167 3.22784
C -0.71551 -4.62685 4.04473
N -1.18513 -3.34631 3.97240
C -1.23912 -5.45848 5.18718
H -1.83999 -2.95857 4.62572
H -0.85249 -2.77261 3.21456
H -0.40131 -5.78054 5.80424
H -1.75044 -6.33202 4.78471
H -1.93877 -4.90142 5.81160
O -3.75697 -0.04994 -5.45463
C -4.33115 0.66269 -6.25732
N -3.82868 1.87862 -6.60549
C -5.62402 0.26723 -6.92292
H -4.27068 2.49478 -7.26265
H -2.96501 2.16584 -6.17594
H -6.38136 0.10271 -6.15725
H -5.46728 -0.65405 -7.48257
H -5.98206 1.03552 -7.60864
O -1.68576 -8.25593 -2.56187
C -1.90701 -9.27819 -1.94418
N -2.14852 -9.25121 -0.60352
C -1.93335 -10.63914 -2.59325
H -2.33503 -10.07075 -0.05610
H -2.13617 -8.35359 -0.14757
H -0.96238 -10.83440 -3.04670
H -2.70295 -10.64957 -3.36415
H -2.14846 -11.43074 -1.87453